Entry from the OMol25 dataset: one molecule with the formula C33H33N5O4 (ωB97M-V/def2-TZVPD).

## Properties
Energy ... -50399.8430 eV
HOMO ... -7.958 eV
ΔE to the lowest compared entry with this formula, charge and spin ... 0.140 eV
Kohn-Sham gap ... 8.599 eV
Largest force on an atom ... 0.6 eV/Å
Net charge ... 0
SMILES ... Cc1ccc([C@@H]2c3[nH]c4ccccc4c3C[C@H]3C(=O)N(c4ccccc4C(=O)NCCN4CCOCC4)C(=O)N23)cc1

Atoms and positions in Å:
1 C -6.97 -3.45 1.79
2 C -5.78 -2.60 1.48
3 C -5.83 -1.61 0.50
4 C -4.73 -0.84 0.21
5 C -3.53 -1.03 0.90
6 C -2.29 -0.23 0.56
7 C -2.60 1.12 0.00
8 N -3.32 2.08 0.66
9 C -3.44 3.17 -0.16
10 C -4.08 4.39 0.05
11 C -4.04 5.32 -0.97
12 C -3.38 5.05 -2.16
13 C -2.74 3.85 -2.38
14 C -2.76 2.89 -1.37
15 C -2.24 1.57 -1.24
16 C -1.44 0.75 -2.19
17 C -1.67 -0.73 -1.84
18 C -0.59 -1.61 -2.44
19 O -0.39 -1.85 -3.60
20 N 0.14 -2.07 -1.37
21 C 1.40 -2.71 -1.46
22 C 1.56 -3.86 -2.22
23 C 2.79 -4.47 -2.28
24 C 3.86 -3.95 -1.57
25 C 3.70 -2.80 -0.81
26 C 2.47 -2.16 -0.76
27 C 2.29 -0.86 -0.04
28 O 1.77 0.10 -0.56
29 N 2.82 -0.84 1.20
30 C 2.67 0.30 2.08
31 C 4.02 0.79 2.64
32 N 4.95 1.39 1.72
33 C 4.47 2.56 1.02
34 C 5.67 3.26 0.38
35 O 6.35 2.40 -0.51
36 C 6.77 1.23 0.15
37 C 5.58 0.49 0.78
38 C -0.39 -1.64 -0.14
39 O 0.05 -1.93 0.95
40 N -1.50 -0.94 -0.42
41 C -3.47 -2.02 1.87
42 C -4.58 -2.80 2.15
43 H -7.13 -3.51 2.86
44 H -6.81 -4.47 1.43
45 H -7.87 -3.06 1.32
46 H -6.76 -1.45 -0.04
47 H -4.79 -0.07 -0.55
48 H -1.66 -0.15 1.47
49 H -3.72 1.99 1.58
50 H -4.60 4.59 0.98
51 H -4.53 6.27 -0.84
52 H -3.37 5.81 -2.94
53 H -2.22 3.65 -3.31
54 H -1.71 0.94 -3.23
55 H -0.37 0.97 -2.07
56 H -2.67 -1.04 -2.16
57 H 0.71 -4.25 -2.77
58 H 2.92 -5.36 -2.88
59 H 4.83 -4.44 -1.61
60 H 4.55 -2.38 -0.28
61 H 3.11 -1.71 1.62
62 H 2.01 0.04 2.91
63 H 2.19 1.08 1.49
64 H 4.53 -0.05 3.13
65 H 3.80 1.54 3.41
66 H 3.99 3.24 1.73
67 H 3.74 2.30 0.23
68 H 5.35 4.12 -0.21
69 H 6.36 3.59 1.17
70 H 7.26 0.61 -0.60
71 H 7.49 1.49 0.94
72 H 5.94 -0.40 1.31
73 H 4.90 0.19 -0.03
74 H -2.54 -2.19 2.39
75 H -4.51 -3.57 2.91

Atomic partial charges in e from the Löwdin method, atoms 1 to 5: -0.05 -0.28 -0.04 -0.02 -0.16